(1)
ORCA calculation (ωB97M-V/def2-TZVPD) on 2 unconnected molecules or ions with the total composition C21H41BClF2NO4S in a non-equilibrium geometry.

```
72
Properties=species:S:1:pos:R:3:forces:R:3
C 5.26218 1.54261 1.87360 0.658 0.423 -0.016
C 6.37573 2.33590 1.06756 -0.508 -1.214 0.220
C 6.51282 1.83955 -0.40648 -0.367 1.037 0.055
C 5.41373 2.43418 -1.36255 0.715 -0.609 -1.112
C 4.77566 1.31803 -2.27429 -1.175 0.855 1.335
C 3.50385 0.75382 -1.51688 0.972 -0.807 0.007
C 3.25572 -0.77539 -1.82537 -0.269 0.864 -1.016
C 1.75063 -1.03161 -2.18817 0.235 -1.192 0.700
C 1.22045 -2.36781 -1.51888 -0.371 1.350 -0.314
C 1.00458 -2.13804 0.02437 0.578 -1.078 -0.249
C -0.11928 -3.02812 0.66627 0.544 1.068 0.665
C -1.56343 -2.43774 0.63967 -0.251 -0.880 -0.702
C -2.02826 -1.81919 -0.71652 -1.109 0.724 0.548
C -1.55304 -0.32072 -0.91931 -0.727 -0.781 -0.190
C -2.77587 0.66706 -0.95277 1.014 -1.098 -0.071
S -2.13509 2.39899 -0.80195 -0.196 0.738 -0.529
Cl -0.10817 2.45842 -1.11216 -1.113 -0.334 -0.222
N -2.81115 3.28294 -2.10961 0.196 -1.024 1.463
C -3.72166 4.30315 -1.51300 -0.970 0.171 0.492
C -4.94861 3.73627 -0.69809 -0.862 1.269 0.018
C -5.08740 4.37382 0.75423 0.950 -1.746 -0.844
C -4.22498 3.50075 1.76719 -0.771 1.105 -0.459
H 5.69889 1.30332 2.86727 -0.579 -0.030 -0.549
H 4.97362 0.60294 1.35753 0.193 0.527 0.407
H 4.36203 2.16664 2.03827 0.382 -0.439 -0.135
H 7.34098 2.13387 1.58316 -0.570 0.456 -0.329
H 6.10841 3.41342 1.13631 0.577 -0.597 -0.281
H 6.48832 0.72959 -0.49102 0.076 0.666 0.410
H 7.50139 2.18418 -0.77797 -0.518 -0.375 0.111
H 5.92019 3.14721 -2.05527 -0.433 -0.180 0.670
H 4.59809 2.97090 -0.83061 0.581 -0.296 -0.197
H 4.41024 1.80979 -3.19921 0.461 -0.630 0.204
H 5.48750 0.49053 -2.47121 -0.343 0.663 -0.091
H 3.66908 0.87247 -0.42304 -0.170 -0.012 -0.618
H 2.61535 1.37136 -1.77819 0.521 -0.411 0.068
H 3.61038 -1.43977 -1.00734 -0.407 0.567 -0.340
H 3.89979 -1.01998 -2.70424 -0.548 -0.026 0.553
H 1.54716 -1.09357 -3.27756 0.474 0.202 0.475
H 1.16111 -0.17516 -1.79566 0.204 -0.588 -0.204
H 1.91904 -3.21053 -1.72428 -0.410 0.585 0.241
H 0.27829 -2.61290 -2.05523 0.389 -0.056 0.576
H 0.91367 -1.05105 0.25068 -0.154 -0.666 -0.142
H 1.96172 -2.45446 0.50688 -0.643 0.350 -0.211
H 0.14526 -3.13202 1.74313 -0.304 -0.152 -0.715
H -0.04165 -4.04968 0.24508 -0.367 0.590 0.126
H -1.75540 -1.70101 1.45518 0.361 -0.428 -0.498
H -2.25462 -3.28456 0.85167 0.497 0.600 0.055
H -3.14765 -1.75991 -0.66931 0.702 -0.288 -0.045
H -1.81441 -2.44889 -1.60391 0.122 0.435 0.605
H -0.93320 -0.03661 -0.04883 -0.015 -0.138 -0.714
H -1.02596 -0.28171 -1.89062 0.050 0.452 0.719
H -3.41330 0.51774 -0.05066 0.495 0.418 -0.453
H -3.40850 0.53936 -1.85383 0.495 0.354 0.333
H -3.32508 2.58900 -2.65413 0.091 0.340 -0.265
H -4.12192 4.92544 -2.34176 0.608 -0.396 0.435
H -3.13531 4.94548 -0.82573 -0.066 -0.312 -0.638
H -5.86922 4.06169 -1.23957 0.642 -0.450 0.169
H -5.00129 2.62808 -0.64697 0.238 0.553 -0.058
H -4.70357 5.40773 0.66752 -0.586 -0.368 0.407
H -6.16178 4.31116 1.01118 0.676 0.397 0.037
H -3.21607 3.94657 1.88282 -0.494 -0.501 -0.002
H -4.73689 3.50172 2.75076 0.548 -0.234 -0.518
H -4.17038 2.47764 1.33916 0.067 0.495 0.709
B -3.99634 -6.98979 3.64825 -1.110 -1.745 0.636
O -4.34793 -5.57104 3.88072 0.641 0.433 -0.367
C -3.39095 -4.82935 3.35531 -1.704 1.077 1.024
O -3.36973 -3.62175 3.36778 0.234 0.027 -0.219
C -2.35924 -5.71387 2.74973 1.320 -1.590 -0.743
O -1.35758 -5.34414 2.18784 -0.039 0.260 -0.036
O -2.70904 -6.97476 2.91819 0.163 0.846 -0.085
F -4.99072 -7.61494 2.86750 0.494 0.377 0.301
F -3.85125 -7.66322 4.87733 -0.016 0.397 -0.598
```
Positions in Å, forces in eV/Å.

Output
* total charge: 0
* HOMO-LUMO gap: 5.452 eV
* lowest unoccupied orbital energy: -0.1139 Eh

Here are the Mulliken charges for atoms 1 to 4, given in e: -0.81, -0.59, -0.68, -0.66

(2)
ORCA calculation (ωB97M-V/def2-TZVPD) on 2 unconnected molecules or ions with the total composition C4H8N2 in a non-equilibrium geometry.

```
14
Properties=species:S:1:pos:R:3:forces:R:3
C -1.19101 0.08508 -0.33934 0.884 -0.746 0.742
C 1.20903 -0.03018 0.82341 -1.785 1.758 -1.554
C -1.27496 1.31450 -1.16107 0.952 1.225 1.372
C 1.20726 -1.40148 1.00654 0.990 -2.087 -2.774
N -1.72999 -1.04135 -0.34729 0.517 0.298 -0.906
N 1.68553 1.05939 0.72933 1.313 2.669 1.089
H -0.50955 1.25311 -1.95173 -0.706 -0.149 -0.241
H -2.33324 1.55538 -1.45728 1.195 -0.040 -0.002
H -0.77438 2.11569 -0.48982 -1.288 -0.766 -1.051
H 0.82339 -1.58753 1.91996 -1.329 -0.833 3.326
H 2.25082 -1.84875 0.96088 -1.287 0.182 -0.355
H 0.37520 -1.74426 0.29808 1.493 -0.498 0.631
H -2.24670 -1.22164 -1.23216 -0.325 0.047 0.528
H 2.50858 1.49203 1.24050 -0.623 -1.061 -0.804
```
Positions in Å, forces in eV/Å.

Output
* energy relative to the best compared isomer or geometry (same formula, charge and spin): 122.5 kcal per mole
* total charge: 0
* HOMO-LUMO gap (spin up / spin down): 6.946 / 7.800 eV
* lowest unoccupied orbital energy (spin up / spin down): 0.0245 / 0.0289 Eh

Here are the natural (NBO) charges for atoms 1 to 4, given in e: 0.29, 0.44, -0.77, -0.77

(3)
ORCA calculation (ωB97M-V/def2-TZVPD) on 2 unconnected molecules or ions with the total composition C3H9NO2 in a non-equilibrium geometry.

```
15
Properties=species:S:1:pos:R:3:forces:R:3
C -0.62451 -0.50794 2.64542 2.788 -2.938 -2.444
N -0.73418 -0.04682 1.23336 2.321 0.351 4.595
H 0.87876 0.55371 0.37434 -1.329 -1.743 4.374
H -1.08915 -0.63899 0.56521 -0.934 -1.890 -1.381
H -1.25550 0.76408 1.27546 -1.305 2.045 -0.440
H 0.18186 -0.08127 3.22105 0.431 0.988 -0.232
H -0.17942 -1.61074 2.59655 -1.915 1.847 0.406
H -1.49769 -0.28091 3.14537 -1.996 -0.592 1.477
C 0.87333 0.36794 -2.70213 1.214 1.691 -3.356
C 0.20563 -0.02028 -1.49378 -3.209 -2.361 3.791
O -0.76938 -0.77279 -1.27080 2.368 1.355 -1.981
O 0.78463 0.65473 -0.50886 2.270 2.443 -5.654
H 0.18945 0.76766 -3.50085 0.354 -0.794 0.755
H 1.54455 -0.39611 -3.17952 -0.821 0.481 0.689
H 1.49161 1.24774 -2.40083 -0.238 -0.881 -0.598
```
Positions in Å, forces in eV/Å.

Output
* structure (SMILES): CC(=O)O.CN
* energy relative to the best compared isomer or geometry (same formula, charge and spin): 60.7 kcal per mole
* total charge: 0
* HOMO-LUMO gap: 9.802 eV
* lowest unoccupied orbital energy: 0.0312 Eh

Here are the natural (NBO) charges for atoms 1 to 4, given in e: -0.41, -0.88, 0.53, 0.40

(4)
ORCA calculation (ωB97M-V/def2-TZVPD) on C2H5FN2O in the gas phase in a non-equilibrium geometry.

```
11
Properties=species:S:1:pos:R:3:forces:R:3
C -0.02448 -0.19014 -0.10696 1.052 -0.002 -0.637
C 0.65628 -0.09612 1.27912 -0.051 0.215 -1.005
H -0.91260 0.12513 -2.07600 0.299 -0.283 -0.189
H -1.40934 1.35262 0.25126 0.082 -0.070 -0.196
H 1.31340 -1.20379 -1.10201 0.001 -0.366 0.513
H 0.08726 -0.65967 2.00342 -0.246 0.073 0.305
H 0.73400 0.96507 1.49612 -0.156 0.105 0.482
N -1.13765 0.56120 -0.30843 -0.240 -0.396 1.015
N 0.38208 -0.82139 -1.14682 0.182 0.249 0.042
O -1.64176 0.56049 -1.59308 -0.421 0.511 0.195
F 1.95280 -0.59339 1.30338 -0.502 -0.034 -0.525
```
Positions in Å, forces in eV/Å.

Output
* structure (SMILES): [H]/N=C(\CF)NO
* energy relative to the best compared isomer or geometry (same formula, charge and spin): 38.4 kcal per mole
* total charge: 0
* HOMO-LUMO gap: 9.786 eV
* lowest unoccupied orbital energy: 0.0308 Eh

Here are the natural (NBO) charges for atoms 1 to 4, given in e: 0.37, 0.00, 0.50, 0.39

(5)
ORCA calculation (ωB97M-V/def2-TZVPD) on a molecular structure, C14H33B2CuI2N3O7P in a non-equilibrium geometry.

```
63
Properties=species:S:1:pos:R:3:forces:R:3
C 2.82670 -4.17503 1.20861 -0.088 -0.012 -0.129
C 3.55656 -2.95952 1.77564 0.001 -0.046 -0.143
C 3.57089 -1.74954 0.82023 -0.082 0.013 -0.032
C 2.67573 -0.58710 1.24951 -0.260 0.264 0.484
O 1.40538 -0.64436 0.63314 0.252 -0.393 -0.549
P 0.67168 0.64193 -0.14134 -0.635 0.087 1.353
C 2.29893 0.50897 -1.65999 0.862 -0.125 -0.785
N 2.48978 -0.73236 -2.18860 0.585 0.248 -0.623
C 0.03593 2.21650 -1.13488 0.030 0.193 -0.177
C -0.24137 3.36387 -0.25001 0.085 -0.363 -0.160
O -1.36914 3.85397 -0.11679 -0.156 0.419 0.157
N 0.85816 3.94138 0.43454 -0.341 0.077 0.061
C 0.99610 5.37695 0.09659 0.174 -0.024 -0.017
C 0.68431 3.75956 1.89152 0.134 0.016 0.007
O -0.12373 -0.41725 -1.14256 -0.391 0.297 -0.362
C -1.06176 -1.20175 -0.44396 0.209 -0.676 0.343
C -1.87557 -1.98271 -1.49164 0.181 0.237 -0.297
I -3.01445 -3.46382 -0.44432 -0.113 -0.120 0.057
C -2.79227 -1.35032 -2.53533 -0.285 -0.324 0.178
C -3.32457 -2.38673 -3.53872 0.111 -0.032 0.006
I -1.81556 0.19440 -3.68324 -0.100 -0.029 -0.374
C -1.66364 -0.32176 0.71128 0.309 0.099 0.043
B -1.76538 -1.04501 2.16792 0.248 -0.289 0.115
N -2.84934 -1.85415 2.61046 -0.449 0.757 -0.090
O -0.69476 -0.81220 2.98969 -0.128 0.446 0.060
B -2.95463 0.54390 0.41928 -0.018 -0.121 -0.075
O -3.83496 0.81959 1.40926 -0.115 -0.294 -0.079
O -3.17024 1.11674 -0.88307 -0.622 0.176 0.249
O -0.64602 0.71900 0.88492 -0.284 0.433 -0.204
H 3.03438 -5.07534 1.78881 -0.063 0.054 0.027
H 1.74373 -4.02570 1.18693 0.050 0.038 0.017
H 3.14434 -4.36930 0.17976 0.038 -0.030 0.071
H 4.58574 -3.24839 1.99842 -0.052 0.036 0.087
H 3.08470 -2.66254 2.71652 0.153 -0.058 0.029
H 4.59356 -1.38190 0.69705 -0.030 -0.021 0.040
H 3.21912 -2.08188 -0.15983 0.090 0.030 0.037
H 3.13979 0.39368 1.06746 0.008 -0.080 -0.117
H 2.51456 -0.63608 2.33323 0.027 0.058 -0.053
H 1.46383 1.52646 0.62556 0.297 0.021 -0.159
H 1.90799 1.21128 -2.38549 -0.221 -0.049 0.126
H 3.15152 0.87969 -1.09374 -0.241 -0.015 0.243
H 2.13630 -0.90775 -3.11868 -0.376 -0.044 0.206
H 3.38047 -1.18590 -2.04706 -0.158 -0.138 0.394
H -0.83494 1.96041 -1.74093 0.100 -0.009 0.178
H 0.83395 2.56365 -1.79170 0.026 0.050 0.047
H 0.45380 5.61582 -0.81861 0.085 -0.017 0.001
H 0.61572 6.02451 0.89077 -0.095 -0.069 -0.042
H 2.05293 5.59650 -0.05606 -0.044 0.043 0.029
H 1.56918 4.16839 2.37843 -0.032 -0.060 0.019
H -0.20369 4.28470 2.26282 0.038 -0.002 -0.033
H 0.59875 2.70116 2.13766 0.003 0.052 -0.009
H -0.50005 -1.99071 0.07265 0.005 0.021 -0.063
H -1.12523 -2.55486 -2.04183 -0.047 -0.044 0.093
H -3.64633 -0.89336 -2.03269 0.187 0.129 -0.245
H -4.24910 -2.83081 -3.17035 0.064 -0.037 0.022
H -3.52281 -1.94596 -4.51311 -0.061 0.051 0.073
H -2.59677 -3.18940 -3.68114 -0.021 0.059 -0.021
H -3.13717 -1.75357 3.57581 0.252 -0.344 0.054
H -3.68005 -1.87583 2.03717 0.068 -0.133 -0.029
H -0.85882 -0.97534 3.92334 0.074 -0.315 -0.069
H -4.67196 1.23988 1.18123 0.127 0.181 0.032
H -4.04369 0.90826 -1.24765 0.118 -0.013 0.002
Cu -3.02652 3.13706 -0.80288 0.514 -0.260 -0.006
```
Positions in Å, forces in eV/Å.

Output
* total charge: +1
* HOMO-LUMO gap (spin up / spin down): 7.402 / 7.241 eV
* 2S+1: 2
* lowest unoccupied orbital energy (spin up / spin down): -0.1340 / -0.1565 Eh

Here are the natural (NBO) charges for atoms 1 to 4, given in e: -0.60, -0.40, -0.44, -0.06

(6)
ORCA calculation (ωB97M-V/def2-TZVPD) on 2 unconnected molecules or ions with the total composition C4H12N2 in a non-equilibrium geometry.

```
18
Properties=species:S:1:pos:R:3:forces:R:3
C 0.70528 -1.89542 3.44262 1.201 1.654 -2.558
C -0.53176 -1.75528 2.58776 0.363 0.144 -0.710
C -1.37814 -2.73901 2.24620 0.735 1.362 0.909
H 0.60916 -2.38442 4.34154 -0.202 -2.057 1.646
H 1.71111 -2.05232 2.90280 -1.694 -0.248 0.692
H 0.76861 -0.89086 3.77096 0.754 1.250 0.641
H -0.60054 -0.63810 2.25981 -0.648 -2.362 0.152
H -2.27646 -2.51261 1.77754 -1.406 0.709 -1.252
H -1.40386 -3.76344 2.55168 0.898 -0.442 0.467
N 1.38963 2.32787 -3.17400 1.372 1.122 0.614
C -0.04087 2.25627 -2.91409 0.050 -2.020 -0.522
N -0.34790 1.29290 -1.70872 -1.419 0.751 -0.115
H 1.76431 3.33138 -3.19356 -0.869 -2.121 0.311
H 1.86090 1.82989 -2.41720 0.144 0.361 -0.326
H -0.35058 3.31064 -2.87596 -0.891 -0.666 1.105
H -0.47243 1.83368 -3.84224 -0.247 0.131 0.512
H -0.05687 0.29338 -1.68541 0.797 1.292 -1.175
H -1.37244 1.09800 -1.58586 1.061 1.139 -0.390
```
Positions in Å, forces in eV/Å.

Output
* structure (SMILES): C=CC.NCN
* energy relative to the best compared isomer or geometry (same formula, charge and spin): 66.8 kcal per mole
* total charge: 0
* HOMO-LUMO gap: 9.922 eV
* lowest unoccupied orbital energy: 0.0356 Eh

Here are the natural (NBO) charges for atoms 1 to 4, given in e: -0.66, -0.16, -0.41, 0.22